# 1
99
Properties=species:S:1:pos:R:3:forces:R:3 method="wB97M-V/def2-TZVPD" homo_lumo_gap_ev=1.2 homo_ev=-9.86 total_charge=+1
Be 1.963227 0.927810 8.335151 0.0 -0.1 -0.1
C -0.445583 -0.817830 1.920271 -1.0 -1.1 0.0
C 0.624237 -0.537020 3.007621 -1.1 1.2 1.4
O 0.531377 -1.118150 4.200351 -0.1 0.0 -1.4
H -0.161103 -0.489690 0.920521 0.3 0.1 0.3
H -1.372683 -0.326280 2.215161 0.1 0.3 0.1
H -0.703483 -1.876470 1.890871 0.3 -0.1 -0.1
H 0.761647 0.541220 3.089021 0.4 0.3 0.0
H 1.492177 -0.939820 2.485581 1.1 -0.7 -0.3
C -3.515763 -7.955000 -4.716069 0.7 0.1 0.1
C -2.312143 -6.982760 -4.207299 -2.0 -0.6 0.3
C -2.713563 -6.302320 -2.830069 -0.9 -2.1 -0.2
C -2.581313 -7.235410 -1.635119 1.3 0.1 0.8
C -1.164423 -7.768740 -1.573269 -0.1 1.1 0.2
C -0.806833 -8.559640 -2.789699 0.7 -1.8 -1.2
N -1.092773 -7.786800 -4.059019 0.6 0.5 2.2
O -0.558263 -8.431350 -5.199179 -0.9 0.7 0.6
C 0.727157 -8.876070 -2.673829 -0.1 0.3 -0.5
C -1.561463 -9.952400 -2.794729 0.4 0.3 0.1
C -2.126193 -5.774270 -5.124759 0.6 -1.7 -1.5
H -3.865563 -8.648370 -3.951239 -0.2 0.6 0.6
H -3.242633 -8.707900 -5.455419 0.8 0.4 -0.4
H -4.359943 -7.443970 -5.178999 0.0 0.4 0.4
H -2.210273 -5.351350 -2.655559 0.2 -0.2 -0.1
H -3.789183 -6.127850 -2.856519 0.0 0.5 -0.6
H -3.249583 -8.095270 -1.588529 -0.5 0.4 -0.2
H -2.659483 -6.629520 -0.732399 -0.7 -0.1 0.2
H -0.929523 -8.283890 -0.641829 -0.3 -0.6 -0.2
H -0.529393 -6.886730 -1.490339 0.4 0.2 -0.4
H 0.953567 -9.501020 -1.809949 -0.4 0.0 0.1
H 1.172857 -9.386200 -3.527769 -0.4 -0.1 -0.2
H 1.312787 -7.965440 -2.547829 -0.2 0.3 0.0
H -2.638393 -9.919540 -2.629609 0.0 0.4 -0.1
H -1.387823 -10.509110 -3.715619 0.1 0.2 -0.1
H -1.173963 -10.560810 -1.977549 0.2 0.0 0.0
H -1.890233 -6.173800 -6.111059 0.5 0.0 -0.2
H -1.253613 -5.224190 -4.772449 -0.4 0.5 -0.1
H -3.050573 -5.253120 -5.373819 0.1 0.4 0.9
H 0.180557 -7.834570 -5.339169 0.4 -0.2 -0.6
C -1.422483 7.873430 -1.512109 -0.8 0.8 -1.1
C -0.093593 7.378800 -1.051779 0.9 -1.4 0.4
C 0.759887 6.955130 -2.292119 -0.1 0.3 -0.6
C 1.451537 8.099810 -3.109299 -1.8 -0.3 0.9
C 2.213277 8.982090 -2.133919 -1.1 -0.2 0.0
C 1.394497 9.475660 -0.857989 1.4 1.6 -0.7
N 0.638337 8.385270 -0.261559 1.4 -0.6 -2.0
O 0.114777 8.673980 0.960281 -0.3 -0.1 0.6
C 2.488887 10.102220 0.178821 -0.9 -1.4 -0.3
C 0.460027 10.688450 -1.250659 -0.1 -0.3 0.7
C -0.347803 6.074260 -0.209589 1.2 -0.4 0.2
H -1.226843 8.529380 -2.360379 -0.3 0.8 0.3
H -1.987023 8.323290 -0.695399 0.0 0.2 -0.2
H -2.043033 7.117290 -1.993029 0.1 -0.5 0.4
H 1.548447 6.233830 -2.077669 0.0 0.0 0.6
H 0.013987 6.391400 -2.852439 0.2 0.0 -0.6
H 0.741537 8.727420 -3.647899 -0.5 -0.1 0.1
H 2.085617 7.740770 -3.919939 0.2 -0.4 0.3
H 2.417007 9.841180 -2.773099 0.9 0.3 0.7
H 3.074337 8.371280 -1.862679 0.4 0.6 0.4
H 3.147397 9.318430 0.553171 -0.2 -0.4 0.1
H 3.208517 10.803830 -0.243049 -0.6 0.2 -0.5
H 1.979887 10.548130 1.033321 0.0 0.1 -0.1
H -0.310773 10.830680 -0.493199 0.0 -0.3 0.3
H 1.008447 11.629540 -1.209699 0.2 -0.1 -0.5
H -0.098673 10.572290 -2.179339 0.4 -0.1 -0.2
H 0.594747 5.537150 -0.103679 0.4 0.2 0.2
H -0.955643 5.298950 -0.675989 -0.4 0.6 -0.6
H -0.753023 6.169400 0.797811 -0.1 0.6 -0.1
H 0.542517 7.959090 1.437311 -0.3 0.1 1.1
C 7.581327 0.025440 1.778111 0.9 0.7 -1.0
O 7.570677 -0.564540 3.031361 -0.3 -0.8 0.8
H 7.889297 -0.686480 1.012321 -0.5 -0.4 0.2
H 6.639117 0.498030 1.500601 -0.1 0.0 -0.1
H 8.393027 0.749880 1.711621 -0.1 0.6 0.1
H 7.268477 0.075190 3.680231 0.1 0.0 0.0
C -6.461073 2.328130 2.085651 0.6 -1.1 0.2
O -6.453973 3.011020 0.869391 -0.2 1.0 -0.6
H -5.482863 2.368330 2.564821 0.2 0.2 0.1
H -7.185863 2.725070 2.796441 -0.2 0.1 -0.4
H -6.627423 1.268370 1.892411 -0.4 -0.1 0.4
H -6.284633 2.426140 0.127201 0.0 -0.1 0.3
C 3.101417 -6.867640 4.064341 -0.7 0.5 0.3
O 2.378727 -6.154770 5.042421 -0.7 0.4 1.0
H 3.452507 -6.072400 3.406751 0.9 -0.8 -0.5
H 3.840077 -7.438610 4.626881 0.3 0.2 -0.6
H 2.420177 -7.552450 3.559311 0.2 -0.2 -0.4
H 1.916857 -5.434070 4.607831 -0.1 -0.1 0.1
C 4.474657 5.259510 3.130031 -1.1 0.5 1.2
O 5.692517 5.112430 3.786421 1.9 -0.6 -0.4
H 3.950497 4.334270 2.890671 0.2 -0.2 -0.2
H 3.920947 5.762620 3.922731 -1.2 0.4 -0.7
H 4.558377 5.889840 2.244721 0.2 -0.1 0.1
H 5.689517 4.335960 4.350951 -0.1 0.0 -0.1
C -4.585643 -3.298650 6.277171 0.4 0.0 -0.4
O -3.329133 -3.210730 6.909711 0.5 0.1 1.0
H -4.884773 -2.420160 5.705441 0.1 0.3 0.1
H -4.555583 -4.130650 5.573631 -0.4 -0.2 0.1
H -5.295123 -3.447560 7.091151 -0.1 -0.2 -0.3
H -2.610743 -2.760290 6.459571 -0.5 0.0 -0.5



# 2
8
Properties=species:S:1:pos:R:3:forces:R:3 method="wB97M-V/def2-TZVPD" homo_lumo_gap_ev="5.8 / 8.0" s2=2.009 homo_ev="-17.60 / -19.10" total_charge=+2 multiplicity=3
O 1.349309 -0.751082 -0.011794 0.8 2.6 -0.1
C 0.111518 -0.949261 0.304858 -3.6 -1.9 -0.4
Ce 2.253081 1.371586 0.164582 -2.5 -2.1 -0.9
H -0.121176 -1.199068 1.355747 0.3 0.4 -0.1
O -0.022126 1.698041 -0.468809 2.3 0.7 1.6
C -0.857694 0.817335 -0.191861 -3.6 -2.6 -4.4
O -1.813299 0.300718 -0.762877 2.3 2.9 2.9
H -0.899615 -1.288271 -0.389847 4.1 0.0 1.4



# 3
37
Properties=species:S:1:pos:R:3:forces:R:3 method="wB97M-V/def2-TZVPD" homo_lumo_gap_ev=6.5 homo_ev=-5.30 total_charge=-1
C -3.384582 -0.421480 5.542508 -0.3 0.0 0.3
C -3.878864 -0.126511 4.167804 -0.6 0.0 -0.1
O -4.883680 -0.594346 3.692480 0.3 -0.1 -0.1
O -3.078145 0.727080 3.527675 0.7 -0.1 -0.2
C -2.918936 0.516159 2.103416 -0.1 0.1 0.0
C -1.635100 1.199321 1.648221 -0.4 0.1 0.0
C -0.732726 0.253222 0.877309 -0.2 -0.1 -0.1
C 0.445147 0.942227 0.214940 0.1 -0.2 0.2
C 1.571720 -0.044955 -0.163182 0.8 0.8 -0.7
Nb 1.720309 -0.509578 -2.326635 -2.6 -2.3 0.3
Br -0.709747 -0.197100 -3.120135 0.6 0.1 -0.1
O 1.404910 -2.562429 -2.119163 0.2 1.3 -0.1
C 2.375972 -3.196062 -1.623673 0.9 -0.9 0.9
N 3.246418 -3.760060 -1.094049 -0.5 0.1 -0.4
P 2.667193 -0.553644 -4.741729 0.7 0.1 0.5
N 2.698056 -2.106625 -5.090940 -0.1 0.3 0.1
S 2.355536 1.960384 -2.601658 -0.3 -0.1 -0.3
O 1.449692 2.864975 -1.945614 0.0 0.3 0.2
O 2.651172 2.254348 -3.983357 0.2 0.2 -0.3
F 3.756294 2.187872 -1.859253 0.4 0.1 0.3
H -3.188718 0.502876 6.076140 0.1 0.1 0.1
H -4.140114 -1.001837 6.058087 0.0 0.0 0.1
H -2.463914 -0.994133 5.496067 0.2 0.0 -0.1
H -3.790238 0.885245 1.572847 -0.2 0.1 0.0
H -2.858057 -0.555075 1.927486 -0.1 -0.2 0.1
H -1.133651 1.579999 2.534159 0.2 0.1 0.1
H -1.903435 2.050996 1.026945 0.1 0.2 -0.1
H -1.328548 -0.243931 0.109315 0.0 -0.1 -0.1
H -0.396231 -0.531512 1.556079 0.1 -0.1 0.1
H 0.862084 1.674293 0.904897 0.0 0.2 0.0
H 0.090010 1.506933 -0.640171 -0.1 0.2 0.0
H 1.385729 -1.032545 0.263265 0.0 -0.3 -0.2
H 2.507634 0.304453 0.259685 0.2 0.0 0.0
H 3.427058 -0.879382 -1.969822 -0.1 0.2 -0.4
H 1.826441 0.193413 -5.580278 0.1 0.3 0.0
H 3.942364 0.020187 -4.864964 -0.1 0.3 -0.1
H 2.040945 -2.312781 -5.834703 -0.2 -0.2 0.1



# 4
73
Properties=species:S:1:pos:R:3:forces:R:3 method="wB97M-V/def2-TZVPD" homo_lumo_gap_ev=5.5 de_lowest_ev=5.570 homo_ev=-3.65 total_charge=-1
C -1.802472 2.485530 2.892961 0.4 0.9 0.6
C -0.468966 2.238142 3.069049 0.3 -2.5 -1.0
Al 0.645352 2.407686 1.376423 -1.3 -1.0 0.1
P 1.918534 4.379495 1.651762 -0.6 0.7 0.8
O 1.313498 5.155375 2.799863 0.1 0.0 0.2
P 1.930807 0.491966 0.861429 0.3 0.0 -0.6
S 2.684209 0.524031 -0.990690 0.3 0.1 -0.3
H -2.185470 3.486247 3.119559 -0.9 -0.6 1.7
H -2.488272 1.748194 2.483374 0.2 0.7 -2.0
H -0.034413 2.019987 4.043586 0.5 2.6 0.4
H -0.354669 2.587812 0.136194 0.2 0.0 0.0
H 1.840846 5.238041 0.515090 0.6 -0.4 -0.3
H 3.314161 4.172156 1.857333 0.1 0.1 -0.5
H 2.980760 0.254178 1.789502 -0.4 -0.4 0.0
H 1.081249 -0.638517 0.930898 0.3 0.0 0.5
O 0.364205 -1.767081 4.320135 -2.5 0.8 -2.7
P -0.875727 -2.369766 4.930683 3.6 -2.2 5.4
N -0.851798 -1.445875 6.380174 -0.4 0.6 0.0
C -1.452410 -1.780206 7.654364 -0.5 -0.4 0.0
C -0.955738 0.003359 6.174297 0.4 0.1 -0.2
N -0.207834 -3.949831 5.204034 0.0 -0.5 -0.2
C 0.099969 -4.427068 6.535783 -0.5 0.0 0.2
C 0.831704 -4.367939 4.269981 0.1 0.2 -0.1
N -2.494022 -2.998594 5.201420 -0.3 1.0 -2.8
C -2.835587 -4.295436 4.584490 0.0 -0.4 0.1
C -3.504617 -2.028709 4.703841 -0.1 0.4 0.5
H -2.549478 -1.696964 7.652953 0.0 0.0 0.0
H -1.076244 -1.099671 8.421921 0.1 0.1 -0.2
H -1.188993 -2.777087 7.997784 -0.1 0.0 -0.2
H -2.000828 0.340239 6.132454 0.0 0.0 0.1
H -0.474525 0.311935 5.249787 0.0 -0.2 0.0
H -0.458801 0.533560 6.989884 0.0 0.0 0.0
H 0.794230 -3.765880 7.071194 0.0 0.0 0.1
H 0.548359 -5.422187 6.489044 0.1 0.0 -0.2
H -0.812179 -4.560257 7.124842 0.0 0.2 0.1
H 1.811605 -3.947811 4.524464 0.0 0.0 -0.1
H 0.588768 -4.065848 3.253283 0.1 0.1 0.0
H 0.915012 -5.459020 4.267747 -0.1 0.0 0.2
H -2.588774 -4.327824 3.520615 -0.1 -0.1 0.0
H -3.906402 -4.482497 4.694901 0.0 0.3 0.0
H -2.335716 -5.118961 5.084055 0.2 0.1 0.0
H -3.445964 -1.900025 3.619692 -0.1 -0.1 0.0
H -3.365271 -1.048992 5.164536 0.1 0.0 0.0
H -4.510420 -2.358409 4.963561 0.0 -0.1 0.0
O -1.340470 2.050533 -6.348566 -0.5 -2.7 2.2
P 0.054863 1.480218 -6.289333 2.8 4.5 -4.0
N 0.878692 2.850785 -5.657953 -0.3 -0.1 0.4
C 2.299731 3.118356 -5.758618 0.4 -0.4 0.0
C 0.384897 3.334825 -4.364950 -0.4 0.1 0.1
N 0.294513 1.357894 -8.008649 -0.1 -0.2 -0.5
C 1.228545 2.213718 -8.709771 0.4 -0.2 0.2
C -0.910785 1.177070 -8.806392 -0.2 0.1 0.2
N 1.403225 0.395496 -6.015468 -2.3 -1.7 1.2
C 1.504056 -0.798112 -6.877660 0.2 -0.1 -0.4
C 1.375047 -0.108591 -4.614378 0.3 0.5 0.4
H 2.908826 2.474545 -5.110532 0.0 0.0 0.0
H 2.494865 4.152419 -5.464574 -0.2 0.0 0.1
H 2.675335 3.030664 -6.774807 -0.1 -0.2 0.1
H 0.850243 2.806331 -3.523439 0.1 0.1 0.0
H -0.693137 3.210321 -4.281439 0.0 -0.1 -0.1
H 0.593537 4.401056 -4.251522 0.1 0.0 -0.1
H 1.016442 3.281029 -8.561743 0.1 0.0 0.0
H 1.201385 2.008671 -9.782894 -0.2 0.0 0.0
H 2.257691 1.996913 -8.411103 0.0 0.1 0.1
H -1.438114 2.122607 -8.983530 -0.1 0.0 0.0
H -1.601795 0.490931 -8.320519 0.0 0.1 0.0
H -0.655096 0.739146 -9.776505 0.2 0.0 0.0
H 0.567636 -1.359863 -6.921517 0.0 -0.1 0.0
H 2.283851 -1.459708 -6.494618 -0.1 0.1 0.3
H 1.802955 -0.538127 -7.888505 -0.2 0.2 0.0
H 0.492152 -0.724335 -4.423466 0.1 -0.1 0.0
H 1.368135 0.714296 -3.897776 0.0 0.0 -0.1
H 2.265095 -0.696564 -4.398024 0.0 0.0 -0.1



# 5
8
Properties=species:S:1:pos:R:3:forces:R:3 method="wB97M-V/def2-TZVPD" homo_lumo_gap_ev=10.4 de_lowest_ev=0.214 homo_ev=-10.66 smiles="N#CC(=O)OPCl"
N -0.893102 1.982178 -3.634267 -0.3 0.5 -1.3
C -0.646751 1.605078 -2.591854 0.3 0.5 0.3
C -0.395137 1.010468 -1.303078 -1.0 -0.6 -0.6
O -0.375926 -0.178573 -1.284204 0.5 -0.8 1.1
O -0.389620 1.893453 -0.332476 0.4 0.6 1.5
P -0.019080 1.537553 1.337819 -0.2 1.7 -1.2
Cl 1.700424 0.568662 0.950983 0.1 -0.8 0.4
H -1.116335 0.677882 1.476042 0.3 -1.1 -0.1



Max |F| values (in eV/Å) by entry order: 2.5, 6.3, 3.5, 6.9, 2.1.